[1]
{
  "formula": "C31H52N2O3P2Sn",
  "method": "wB97M-V/def2-TZVPD",
  "species": ["Sn", "C", "C", "C", "C", "C", "C", "H", "H", "H", "C", "H", "H", "H", "C", "H", "H", "H", "C", "H", "H", "H", "C", "H", "H", "H", "C", "C", "C", "C", "C", "C", "C", "C", "H", "H", "H", "H", "H", "H", "H", "H", "H", "H", "H", "H", "P", "C", "C", "P", "C", "C", "C", "H", "H", "H", "H", "H", "H", "H", "H", "H", "H", "H", "H", "H", "H", "C", "C", "C", "C", "C", "C", "O", "N", "C", "O", "N", "C", "O", "H", "H", "H", "H", "H", "H", "H", "H", "H", "H", "H"],
  "positions_angstrom": [[1.0707, -0.8570, -1.1557], [-1.0376, 3.7837, -1.7104], [-1.8973, 2.8928, -2.4118], [-2.8870, 3.4077, -0.3944], [-1.6450, 4.0994, -0.4623], [-3.0322, 2.6505, -1.5899], [0.2246, 4.3695, -2.2047], [0.6281, 3.8067, -3.0545], [0.9808, 4.3919, -1.4053], [0.0872, 5.4123, -2.5398], [-1.1134, 5.0186, 0.5508], [-0.0417, 5.1810, 0.3990], [-1.2611, 4.5823, 1.5488], [-1.6237, 5.9921, 0.5216], [-3.8626, 3.5067, 0.6981], [-4.3469, 4.4951, 0.7143], [-3.3479, 3.3612, 1.6614], [-4.6387, 2.7416, 0.5957], [-4.2100, 1.8279, -1.9326], [-5.0510, 2.4454, -2.2893], [-4.5679, 1.2778, -1.0517], [-3.9743, 1.1052, -2.7223], [-1.6885, 2.3602, -3.7735], [-2.1722, 2.9975, -4.5287], [-2.1167, 1.3557, -3.8738], [-0.6223, 2.3091, -4.0202], [2.7801, -2.1926, -0.9534], [3.4630, -1.3896, -2.0894], [3.0224, -1.8153, -3.5357], [1.6826, -2.5566, -3.6708], [0.5908, -2.2683, -2.6565], [0.2782, -3.4573, -1.7008], [1.4959, -4.4352, -1.5509], [2.8004, -3.7047, -1.2320], [3.8078, -2.4957, -3.8921], [1.9149, -3.6292, -3.6947], [3.0328, -0.9343, -4.1959], [3.5091, -3.9058, -2.0432], [3.1053, -1.9571, 0.0781], [4.5498, -1.5186, -1.9441], [3.2419, -4.1885, -0.3469], [1.2684, -5.1466, -0.7425], [-0.5536, -4.0107, -2.2049], [1.5916, -5.0688, -2.4415], [1.2400, -2.3519, -4.6549], [-0.3064, -1.8197, -3.1059], [3.2796, 0.4055, -1.6682], [4.3431, 0.8507, -0.2786], [2.6104, 1.4624, -2.9687], [-1.9798, -2.5239, -0.0104], [-0.1869, -3.1510, -0.2456], [-2.5705, -2.2549, -1.7431], [-2.4629, -4.1911, 0.5899], [3.6985, 0.9332, 0.6217], [4.8335, 1.8215, -0.4221], [5.1300, 0.1175, -0.0413], [2.0096, 0.9132, -3.7174], [3.4216, 1.9990, -3.4870], [1.9219, 2.1897, -2.4978], [-1.8955, -4.9581, 0.0506], [-3.5420, -4.3238, 0.5146], [-2.1356, -4.1801, 1.6391], [-0.1271, -4.0846, 0.3313], [0.4687, -2.4718, 0.3689], [-3.6136, -1.9141, -1.6585], [-2.5125, -3.1694, -2.3476], [-2.0299, -1.4428, -2.2644], [2.7325, 0.2990, 4.3122], [1.6492, -0.7531, 4.4728], [0.2269, -0.2487, 4.1332], [-0.7985, -1.3732, 4.4262], [-2.2516, -0.9388, 4.5566], [-0.0717, 0.9505, 5.0418], [0.1708, 0.9799, 6.2451], [-0.6728, 2.0227, 4.4360], [-1.0648, 2.1495, 3.0891], [-1.7800, 3.1303, 2.8475], [-0.6185, 1.2050, 2.2261], [0.1419, 0.1867, 2.6100], [0.8192, -0.5085, 1.7989], [2.7202, 0.7222, 3.3031], [3.7076, -0.1652, 4.4805], [2.6082, 1.1018, 5.0489], [1.8659, -1.6324, 3.8500], [1.6220, -1.0738, 5.5265], [-0.6842, -2.1418, 3.6460], [-0.4863, -1.8312, 5.3761], [-2.5975, -0.3948, 3.6688], [-2.8735, -1.8343, 4.6676], [-2.4004, -0.3222, 5.4540], [-0.9936, 2.7750, 5.0267]],
  "e_homo_ev": [-13.4, -13.4],
  "orbital_gap_ev": [4.94, 4.95],
  "max_force_ev_per_a": 3.07,
  "de_lowest_kj_mol": 430.31,
  "total_energy_ha": -2443.9215,
  "total_charge": 2
}

=====

[2]
{
  "formula": "C7H6N3O2S2",
  "method": "wB97M-V/def2-TZVPD",
  "species": ["C", "C", "C", "C", "C", "C", "C", "N", "N", "N", "O", "O", "S", "S", "H", "H", "H", "H", "H", "H"],
  "positions_angstrom": [[-1.5929, 2.4105, -0.7821], [-0.5606, 2.6471, 0.1513], [-2.0340, 1.0750, -0.9091], [0.2102, 1.5553, 0.5670], [-1.4368, 0.0607, -0.1578], [-0.2425, 0.2404, 0.4463], [0.2244, -2.1960, 0.9939], [1.2327, -2.8456, 1.5781], [2.0058, -3.5935, 1.8510], [0.4854, -0.8363, 0.9743], [1.7802, -0.1173, -1.8167], [2.5481, -2.0394, -0.6791], [-0.8650, -3.2444, 0.3284], [2.5054, -1.3199, -1.9427], [-1.9551, 3.3065, -1.3114], [-0.2093, 3.7440, 0.3505], [-2.9321, 0.8906, -1.5893], [1.2161, 1.6770, 1.1002], [-1.8443, -0.8428, -0.2368], [1.4645, -0.5719, 1.0842]],
  "e_homo_ev": [-12.4, -12.4],
  "orbital_gap_ev": [5.81, 5.81],
  "max_force_ev_per_a": 5.83,
  "de_lowest_kj_mol": 0.00,
  "total_energy_ha": -1381.0960,
  "total_charge": 1
}

=====

[3]
{
  "formula": "C3H6N2S2",
  "method": "wB97M-V/def2-TZVPD",
  "species": ["C", "C", "S", "S", "C", "N", "N", "H", "H", "H", "H", "H", "H"],
  "positions_angstrom": [[0.7001, -0.3372, -1.5513], [0.4729, 1.0741, -0.9952], [1.4198, 2.3426, -1.5332], [-0.8054, 1.5217, 0.0840], [-1.5234, -0.0798, 0.5635], [-0.9928, -0.8054, 1.4857], [0.1769, -0.5708, 2.0349], [-0.1771, -0.6441, -2.4074], [0.6100, -1.1395, -0.7004], [1.7221, -0.4147, -2.0218], [-2.5366, -0.3440, 0.0859], [0.6590, 0.3741, 1.9623], [0.2745, -0.9771, 2.9930]],
  "e_homo_ev": -8.6,
  "orbital_gap_ev": 8.28,
  "max_force_ev_per_a": 3.60,
  "de_lowest_kj_mol": 238.04,
  "smiles": "CC(=S)S/C=N\\N",
  "total_energy_ha": -1023.7123
}

=====

[4]
{
  "formula": "C4H12",
  "method": "wB97M-V/def2-TZVPD",
  "species": ["C", "C", "H", "H", "H", "H", "H", "H", "C", "C", "H", "H", "H", "H", "H", "H"],
  "positions_angstrom": [[-2.7604, 1.0659, -0.1089], [-2.5127, 0.4008, -1.4677], [-2.0105, 1.8357, 0.0607], [-3.7581, 1.4908, -0.1002], [-2.5895, 0.3325, 0.6808], [-3.3096, -0.2863, -1.7425], [-1.4629, 0.1173, -1.5698], [-2.5384, 1.1650, -2.2604], [2.0667, -1.2306, 0.6235], [3.0585, -0.1838, 1.0775], [1.7233, -1.2710, -0.4102], [2.5968, -2.1905, 0.5158], [1.2447, -1.4036, 1.3179], [3.9810, -0.3144, 0.4831], [2.8170, 0.8398, 0.8249], [3.4542, -0.3675, 2.0757]],
  "e_homo_ev": -11.5,
  "orbital_gap_ev": 12.49,
  "max_force_ev_per_a": 2.10,
  "de_lowest_kj_mol": 57.95,
  "smiles": "CC.CC",
  "total_energy_ha": -159.5629
}

=====

[5]
{
  "formula": "C4H7NO2",
  "method": "wB97M-V/def2-TZVPD",
  "species": ["C", "C", "C", "N", "C", "O", "O", "H", "H", "H", "H", "H", "H", "H"],
  "positions_angstrom": [[-1.3828, -0.9466, 0.1148], [-0.3754, -0.1321, -0.7026], [-0.0500, 1.1853, 0.0098], [1.1395, 0.9255, 0.8506], [1.7308, -0.2384, 0.7846], [2.6443, -0.8918, 1.1345], [0.9162, -0.7064, -0.8409], [-1.0108, -1.1187, 1.1311], [-1.5976, -1.9116, -0.3488], [-2.3313, -0.3918, 0.2008], [-0.8103, 0.0777, -1.6934], [-0.8758, 1.6385, 0.5592], [0.2798, 1.9315, -0.7197], [1.7236, 0.5789, -0.4800]],
  "e_homo_ev": -10.2,
  "orbital_gap_ev": 10.40,
  "max_force_ev_per_a": 1.82,
  "de_lowest_kj_mol": 435.71,
  "total_energy_ha": -361.7149
}

=====

[6]
{
  "formula": "C3H3NO2",
  "method": "wB97M-V/def2-TZVPD",
  "species": ["C", "C", "C", "N", "O", "O", "H", "H", "H"],
  "positions_angstrom": [[-0.1882, -0.1385, 1.1540], [0.2706, -0.3467, -1.0019], [0.0935, 1.0177, -0.3528], [-0.0735, -1.0659, 0.2157], [-0.3960, 0.1623, 2.2823], [0.5014, -0.8522, -2.0604], [-0.7931, 1.7351, -0.4649], [1.0632, 1.5584, -0.1579], [-0.4779, -2.0702, 0.3859]],
  "multiplicity": 3,
  "e_homo_ev": [-5.0, -10.3],
  "orbital_gap_ev": [5.48, 7.27],
  "max_force_ev_per_a": 3.49,
  "de_lowest_kj_mol": 118.66,
  "total_energy_ha": -321.1328
}

=====

[7]
{
  "formula": "C5H12N4",
  "method": "wB97M-V/def2-TZVPD",
  "species": ["C", "C", "C", "C", "C", "N", "N", "N", "N", "H", "H", "H", "H", "H", "H", "H", "H", "H", "H", "H", "H"],
  "positions_angstrom": [[0.0070, -0.4453, -1.0067], [-0.4220, -0.8179, 1.4285], [1.9085, -0.3648, 0.6478], [0.0909, 1.4649, 0.6422], [0.4299, 0.0051, 0.3501], [-3.1234, 1.2136, -1.2664], [-1.1783, -0.0281, -1.5922], [-2.1953, 0.5347, -1.3844], [0.7841, -1.2232, -1.7386], [-0.1224, -0.4424, 2.3355], [-1.5563, -0.7970, 1.3800], [-0.0754, -1.8254, 1.4774], [2.1395, -0.4848, 1.7033], [2.3500, -1.3071, 0.3039], [2.4975, 0.4063, 0.2766], [0.4728, 1.6504, 1.6603], [-0.9794, 1.7582, 0.4832], [0.7095, 2.0499, -0.0612], [-3.9428, 1.5450, -1.7372], [1.6102, -1.3926, -1.0925], [0.5954, -1.4994, -2.8095]],
  "e_homo_ev": -19.6,
  "orbital_gap_ev": 8.84,
  "max_force_ev_per_a": 3.80,
  "de_lowest_kj_mol": 511.72,
  "total_energy_ha": -415.8887,
  "total_charge": 2
}